Density functional theory data (wB97M-V/def2-TZVPD) for a cluster of 2 separate species, C4H6N2O in total.

The geometry in XYZ format:
```
13
Properties=species:S:1:pos:R:3:nbo_charge:R:1
H -1.887 1.639 0.854 0.34
N -1.731 0.633 0.741 -0.52
C -0.505 0.407 0.495 0.15
C 0.670 1.276 0.352 -0.37
C 1.703 0.493 -0.004 0.06
N 1.335 -0.846 -0.112 -0.63
C -0.001 -1.017 0.218 0.63
O -0.594 -2.067 0.249 -0.53
H 0.697 2.345 0.512 0.23
H 2.731 0.774 -0.195 0.22
H 1.933 -1.610 -0.379 0.42
H -2.237 -0.694 -1.552 -0.02
H -2.051 -1.383 -1.341 0.02
```

M: 98.1 g/mol
Total charge: 0
Calculated total energy: -9271.3868 eV
HOMO level: -9.1263 eV
Energy above the lowest of the compared OMol25 structures with the same formula, charge and spin: 204.1 kJ/mol
Gap between HOMO and LUMO: 0.3243 Ha
Lowest unoccupied orbital energy: -0.302 eV
Structure (SMILES): [H]/N=C1\C=CNC1=O.[H][H]